Record 1
Computed, not measured: a cluster of 6 separate species, C6H24 in total, with the ωB97M-V functional and the def2-TZVPD basis.

Structure (XYZ):
```
30
C6H24 the ωB97M-V functional and the def2-TZVPD basis
H 1.12 2.61 -4.21
H 0.40 3.36 -5.75
H -1.48 1.05 -5.64
H 3.36 0.16 2.19
H 3.44 0.59 0.50
C -1.17 4.34 1.98
C 3.72 0.92 1.50
H -1.60 -3.19 4.24
H -0.23 3.95 -4.24
H 1.40 -5.56 1.51
H 1.51 4.20 -4.66
H -0.20 -4.85 1.44
H -1.14 3.26 2.24
H -2.32 -2.00 5.28
H 3.19 1.84 1.73
H -0.17 4.77 2.07
H -1.83 4.57 2.82
C 0.40 -5.61 1.93
H -1.58 -3.49 5.94
H 4.79 1.02 1.64
H -3.20 -3.48 5.09
H 0.38 -5.66 3.02
C -2.20 -3.08 5.14
H -1.49 4.52 0.97
H -0.93 -0.09 -6.82
H -2.41 -0.53 -5.98
C 0.62 3.47 -4.69
C -1.45 -0.04 -5.84
H -0.93 -0.50 -5.00
H -0.01 -6.57 1.61
```

## Properties
M   96.258 g mol⁻¹
HOMO (spin up / spin down)   -0.5285 / -0.5285 Ha
ΔE to the lowest compared entry with this formula, charge and spin   3.6 kcal/mol
2S+1   2
Calculated total energy   -242.451828 Ha
Strongest force on any atom   1.28 eV/Å
Net charge   +1

These are the Mulliken partial charges, in e, on atoms 1 to 8: number 1, H, carries 0.30; number 2, H, carries 0.27; number 3, H, carries 0.21; number 4, H, carries 0.24; number 5, H, carries 0.21; number 6, C, carries -0.76; number 7, C, carries -0.88; number 8, H, carries 0.18

---

Record 2
Computed, not measured: a structure of composition C6H24BaO6, with the ωB97M-V functional and the def2-TZVPD basis.

Structure (XYZ):
```
37
C6H24BaO6 the ωB97M-V functional and the def2-TZVPD basis
H 2.56 2.73 -0.54
H -2.24 -0.09 -2.81
H -1.36 1.52 1.97
H -1.28 -2.93 -0.34
H 4.42 1.12 0.16
H 4.22 2.62 0.81
H -2.49 -2.93 0.88
H -3.56 0.92 -2.25
C -2.02 -2.28 0.13
H -2.02 -0.85 1.46
H -0.19 3.13 2.98
H -0.38 -2.61 -4.46
H 0.46 -0.71 -3.26
O 2.49 1.99 0.06
H 2.45 -1.51 2.10
C 0.72 -1.24 2.99
H 0.85 3.13 1.48
H -0.32 -3.37 -2.96
O 0.16 -1.42 -2.69
H 1.29 -1.37 3.90
O -1.95 0.99 -1.06
C -2.48 0.87 -2.35
H -2.42 1.74 -0.68
H 3.52 1.16 1.65
H -0.84 3.57 1.34
H 1.15 -2.96 -3.77
H -2.79 -1.97 -0.57
H 0.06 -2.09 2.86
O 1.64 -1.02 1.93
O -1.44 -1.17 0.76
H -0.03 -0.44 3.00
H -2.11 1.67 -3.00
Ba 0.73 0.11 -0.44
C 0.16 -2.57 -3.52
O -0.48 1.61 1.60
C 3.67 1.69 0.71
C -0.14 2.95 1.90
```

## Properties
M   329.580 g mol⁻¹
HOMO (spin up / spin down)   -0.7491 / -0.7488 Ha
2S+1   2
Calculated total energy   -718.771860 Ha
Strongest force on any atom   3.65 eV/Å
Net charge   +3

These are the Mulliken partial charges, in e, on atoms 1 to 8: number 1, H, carries 0.23; number 2, H, carries 0.25; number 3, H, carries 0.27; number 4, H, carries 0.26; number 5, H, carries 0.36; number 6, H, carries 0.32; number 7, H, carries 0.37; number 8, H, carries 0.37

---

Record 3
Computed, not measured: a cluster of 7 separate species, C6H24ClN6O6 in total, with the ωB97M-V functional and the def2-TZVPD basis.

Structure (XYZ):
```
43
C6H24ClN6O6 the ωB97M-V functional and the def2-TZVPD basis
H -32.69 -13.83 11.02
H -34.27 -21.81 11.83
C -32.23 -14.67 11.55
C -27.57 -12.67 14.65
H -24.20 -20.02 12.35
C -25.61 -20.96 11.53
H -32.82 -19.57 9.74
H -30.74 -15.66 11.84
N -25.08 -19.87 11.87
H -26.55 -12.42 14.35
Cl -30.59 -18.26 15.00
H -36.69 -17.12 14.44
H -27.86 -14.56 15.38
N -26.77 -20.58 11.08
H -27.37 -19.90 11.52
H -34.90 -22.79 10.51
H -35.98 -18.33 13.39
H -28.06 -11.82 15.13
C -36.60 -18.19 14.28
H -35.20 -18.56 15.50
N -28.34 -17.13 19.75
H -27.64 -16.41 19.59
H -33.02 -15.42 11.40
H -27.28 -21.21 10.46
N -34.33 -22.02 10.85
H -29.67 -18.94 21.83
H -29.97 -18.52 20.12
N -33.11 -20.26 10.43
O -31.02 -15.12 11.11
H -25.60 -19.02 11.78
O -25.11 -22.05 11.61
H -28.75 -17.49 18.90
O -34.15 -21.32 8.79
O -36.05 -19.01 15.42
H -28.12 -13.06 13.79
H -32.99 -20.22 11.43
N -29.51 -18.38 21.01
H -32.17 -14.56 12.63
C -33.91 -21.18 9.96
O -28.30 -16.71 22.01
H -37.62 -18.38 13.95
O -27.32 -13.78 15.54
C -28.66 -17.36 20.99
```

## Properties
M   311.747 g mol⁻¹
HOMO   -0.1794 Ha
ΔE to the lowest compared entry with this formula, charge and spin   103.0 kcal/mol
Calculated total energy   -1483.223713 Ha
Strongest force on any atom   7.82 eV/Å
Net charge   -1

These are the Mulliken partial charges, in e, on atoms 1 to 8: number 1, H, carries 0.26; number 2, H, carries 0.19; number 3, C, carries -0.55; number 4, C, carries -0.38; number 5, H, carries 0.22; number 6, C, carries 0.64; number 7, H, carries 0.20; number 8, H, carries 0.34

---

Record 4
Computed, not measured: a structure of composition C6H24F3HfN12O6, with the ωB97M-V functional and the def2-TZVPD basis.

Structure (XYZ):
```
52
C6H24F3HfN12O6 the ωB97M-V functional and the def2-TZVPD basis
H 22.26 -2.96 11.81
H 22.56 -4.44 11.08
N 18.42 -3.24 2.39
H 12.29 -6.72 6.72
H 19.11 -3.03 11.84
H 12.60 -4.17 9.51
H 19.38 -3.08 2.65
H 22.95 -9.97 -0.34
N 20.10 -3.03 11.63
O 20.24 -4.93 10.45
N 20.50 -16.02 5.22
N 21.87 -3.75 11.31
O 20.92 -9.56 2.06
N 22.63 -10.10 0.61
C 20.71 -4.00 11.01
F 22.17 -10.39 9.72
H 15.76 -4.88 2.37
C 19.38 -15.45 5.60
H 20.69 -2.25 11.89
C 17.59 -4.09 2.85
H 22.93 -10.82 1.25
H 16.28 -3.72 1.31
H 21.57 -9.09 -0.95
H 27.01 -5.45 6.36
N 11.86 -5.91 7.15
O 13.81 -5.69 8.26
H 18.51 -17.12 5.11
H 10.87 -5.74 7.25
H 17.96 -2.57 1.79
C 25.35 -6.51 5.67
H 26.90 -7.26 4.57
H 21.40 -15.60 5.39
H 25.45 -4.69 6.26
N 18.41 -16.35 5.75
H 20.36 -16.98 4.92
H 17.46 -16.03 5.86
N 12.01 -4.56 8.79
N 26.02 -7.43 5.03
H 25.71 -8.39 4.95
F 17.17 -10.29 10.55
O 24.17 -6.61 5.97
C 21.44 -9.59 0.94
Hf 19.13 -8.88 7.20
O 17.92 -4.64 3.96
H 11.15 -4.17 8.41
C 12.68 -5.39 8.07
H 20.15 -8.54 0.11
N 20.94 -9.10 -0.16
N 26.04 -5.50 6.10
O 19.40 -14.30 5.97
N 16.48 -4.19 2.19
F 15.72 -9.81 5.23
```

## Properties
M   595.820 g mol⁻¹
HOMO   -0.4248 Ha
ΔE to the lowest compared entry with this formula, charge and spin   843.0 kcal/mol
Calculated total energy   -1698.165895 Ha
Strongest force on any atom   13.35 eV/Å
Net charge   +1

These are the Mulliken partial charges, in e, on atoms 1 to 8: number 1, H, carries 0.14; number 2, H, carries 0.20; number 3, N, carries -0.34; number 4, H, carries 0.25; number 5, H, carries 0.19; number 6, H, carries 0.24; number 7, H, carries 0.22; number 8, H, carries 0.15